{"formula": "C31H56BClF3N2O11S", "method": "wB97M-V/def2-TZVPD", "elements": ["C", "C", "O", "C", "O", "C", "C", "C", "C", "C", "F", "F", "F", "C", "Cl", "N", "B", "O", "C", "C", "C", "O", "N", "C", "C", "C", "O", "C", "C", "C", "C", "S", "O", "O", "O", "H", "H", "H", "H", "H", "H", "H", "H", "H", "H", "H", "H", "H", "H", "H", "H", "H", "H", "H", "H", "H", "H", "H", "H", "H", "H", "H", "H", "H", "H", "H", "H", "C", "C", "C", "O", "C", "H", "H", "H", "H", "H", "H", "H", "H", "C", "C", "C", "O", "C", "H", "H", "H", "H", "H", "H", "H", "H", "C", "C", "C", "O", "C", "H", "H", "H", "H", "H", "H", "H", "H"], "xyz": [[3.336008, -6.260093, 0.812259], [2.684818, -7.361043, -0.218067], [1.978045, -6.634933, -1.293227], [2.926815, -6.066926, -2.264195], [3.682896, -6.931505, -2.995320], [3.212691, -4.473552, -2.513440], [1.848156, -3.612984, -2.956890], [0.643548, -3.764980, -1.864498], [-0.419819, -2.501387, -1.801510], [-1.538244, -2.827586, -2.949033], [-2.278307, -4.127923, -2.731137], [-0.937148, -3.005666, -4.326151], [-2.492222, -1.667994, -3.124412], [0.151969, -0.977959, -2.184497], [0.503195, -0.188643, -3.820252], [0.446045, -0.172843, -1.077997], [1.034066, 1.145395, -1.508058], [0.071701, 2.282706, -1.728502], [2.633843, 1.503571, -1.711484], [2.671933, 2.757380, -2.816444], [0.153739, -0.867135, 0.215408], [1.430249, -1.636265, 0.414811], [-0.008512, -0.199987, 1.521346], [-0.160756, -1.087928, 2.718492], [-0.759263, 1.083090, 1.572843], [-2.377586, 1.325021, 1.718398], [-0.016126, 2.226732, 1.566921], [-0.884744, -2.087776, -0.269904], [-2.416243, -1.619929, 0.037672], [-3.583416, -2.735611, -0.236011], [-4.914146, -2.221752, 0.637677], [-5.882518, -1.098638, -0.564482], [-5.027887, 0.077315, -1.115015], [-6.385395, -1.893492, -1.829751], [-7.258783, -0.369717, 0.186192], [2.532404, -5.421287, 1.024482], [3.666211, -6.701377, 1.848629], [4.278125, -5.800720, 0.261819], [1.954777, -8.035263, 0.431405], [3.498462, -8.102149, -0.648587], [3.695884, -3.964828, -1.547158], [3.951150, -4.354382, -3.443235], [1.470681, -4.131576, -3.958709], [2.228911, -2.528700, -3.159756], [1.175213, -3.977558, -0.816299], [0.103559, -4.799951, -2.119225], [-0.800585, 1.987437, -1.286300], [3.187146, 1.837257, -0.736044], [3.162103, 0.594204, -2.271079], [3.706984, 2.856271, -3.354745], [2.308341, 3.738239, -2.277968], [1.852999, 2.489928, -3.628700], [1.237342, -2.535800, 0.808011], [-1.116040, -0.882793, 3.380150], [-0.148730, -2.251528, 2.475482], [0.773827, -0.912061, 3.438771], [-2.852621, 0.425086, 2.342347], [-2.671664, 2.301214, 2.299425], [-2.931893, 1.354173, 0.688382], [-0.797366, -3.123926, 0.289745], [-2.471635, -1.400836, 1.210435], [-2.582736, -0.582513, -0.483490], [-3.298754, -3.779012, 0.209109], [-3.965866, -2.782255, -1.356164], [-4.628513, -1.537226, 1.542975], [-5.647546, -3.101340, 0.898745], [-7.289488, 0.563054, -0.230640], [6.053980, 6.295517, -1.719626], [5.201583, 7.505204, -2.003896], [4.005230, 6.893375, -2.699628], [3.844686, 5.571663, -2.166308], [5.014235, 5.242627, -1.403996], [6.770604, 6.443721, -0.907859], [6.610107, 6.013127, -2.621467], [4.888731, 7.968274, -1.060620], [5.703820, 8.265136, -2.607863], [4.176745, 6.800331, -3.777260], [3.088447, 7.468419, -2.540581], [4.738508, 5.262873, -0.343997], [5.348334, 4.233017, -1.658465], [-8.001431, -6.766097, 2.777981], [-8.458161, -5.399425, 3.218820], [-7.208351, -4.840178, 3.862914], [-6.090884, -5.427956, 3.182537], [-6.570326, -6.503141, 2.363180], [-8.606405, -7.193720, 1.974473], [-8.022955, -7.457063, 3.629121], [-8.727963, -4.798152, 2.342603], [-9.315148, -5.419501, 3.896822], [-7.143975, -5.124370, 4.918591], [-7.151423, -3.750208, 3.790880], [-6.513632, -6.177859, 1.318665], [-5.928333, -7.378999, 2.491273], [3.279778, 9.967295, 2.928196], [2.994440, 8.487661, 2.927698], [3.428830, 8.081699, 1.536244], [4.491170, 8.967514, 1.156916], [4.544043, 10.046225, 2.100747], [3.397746, 10.391839, 3.928359], [2.467527, 10.502087, 2.421655], [3.622141, 7.988769, 3.675480], [1.950668, 8.240883, 3.137824], [2.615470, 8.206634, 0.813610], [3.779142, 7.046437, 1.491784], [5.434461, 9.902558, 2.722477], [4.639282, 10.997034, 1.569164]], "forces_ev_per_angstrom": [[0.2, 0.1, -0.7], [1.0, -0.9, 2.0], [2.5, 1.4, -1.1], [4.3, -4.9, -3.4], [-5.0, 5.6, 4.9], [-0.9, 0.6, -0.1], [0.4, -1.3, -0.5], [1.4, -0.9, 0.3], [-0.1, 1.2, -0.9], [-1.9, -0.4, -2.7], [2.4, 4.8, -0.5], [-1.7, 0.7, 4.8], [3.0, -4.1, 0.8], [1.1, 1.5, 2.0], [-0.7, -1.8, 3.1], [-2.2, -3.0, -3.5], [0.2, 5.5, -0.1], [0.6, -4.6, 2.0], [0.0, 0.0, -1.7], [-1.1, -0.4, 0.1], [2.0, -4.9, 1.0], [-1.1, -0.3, 0.1], [-2.2, 1.3, -1.7], [0.7, -1.3, 1.9], [2.7, 7.1, 0.4], [-0.5, -1.2, 0.8], [-4.4, -7.5, -0.4], [-1.9, -1.1, 0.4], [0.2, 0.3, 0.3], [-1.1, 1.2, 0.3], [-0.1, -0.1, -0.1], [-0.9, 2.0, -7.4], [-2.0, -3.3, 3.1], [1.6, 1.9, 5.7], [2.5, 0.0, -1.2], [1.6, -1.6, -0.5], [-0.6, 0.7, -2.2], [-1.9, -0.7, 1.4], [1.0, 1.6, -1.9], [-1.7, 1.8, 0.7], [-1.1, -1.3, -2.0], [-1.6, -0.7, 2.3], [0.9, 1.5, 2.0], [-1.0, -1.9, 0.4], [-1.5, 0.9, -2.2], [0.7, 2.6, 0.6], [1.7, 1.0, -1.2], [-1.1, -1.0, -1.7], [-0.8, 1.7, 1.7], [-2.0, -0.1, 1.3], [1.1, -1.9, -1.3], [1.8, 0.7, 1.5], [0.1, 1.7, -0.6], [1.8, -0.2, -1.7], [-0.2, 2.6, 0.2], [-2.0, -0.3, -1.7], [1.0, 1.9, -1.4], [1.2, -1.8, -1.2], [1.2, -0.2, 1.8], [0.4, 2.3, -0.7], [0.4, -0.5, -2.6], [-0.2, -2.2, 0.8], [-0.5, 2.0, -1.0], [1.1, -0.2, 2.4], [-0.7, -1.5, -1.6], [1.5, 1.8, -0.4], [0.3, -1.9, 0.7], [0.6, -0.2, -0.2], [-0.2, 0.6, 0.3], [-0.2, 0.0, -0.4], [0.3, 0.2, 0.1], [-0.3, -0.2, 0.2], [-0.1, 0.0, -0.1], [0.0, 0.0, 0.1], [0.1, 0.0, -0.2], [-0.1, -0.1, 0.1], [0.0, 0.1, 0.0], [0.0, -0.2, 0.0], [0.1, 0.0, 0.0], [-0.1, 0.0, 0.0], [-0.1, -0.6, 0.1], [-0.4, 0.5, -0.2], [0.2, 0.1, 0.4], [-0.2, 0.0, -0.1], [0.3, 0.0, -0.3], [0.1, 0.0, 0.1], [0.0, 0.0, -0.1], [0.0, 0.0, 0.1], [0.1, 0.0, -0.1], [-0.1, 0.1, 0.0], [0.1, -0.1, 0.0], [0.0, -0.1, -0.1], [0.0, 0.2, 0.0], [-0.3, 0.6, 0.0], [0.0, -0.5, 0.4], [0.0, -0.1, -0.4], [-0.2, 0.0, 0.3], [0.5, 0.1, -0.1], [0.0, 0.0, -0.1], [0.1, 0.0, 0.1], [-0.1, 0.0, -0.1], [0.1, 0.0, 0.0], [-0.1, -0.1, 0.0], [0.0, 0.1, -0.1], [0.0, 0.1, 0.0], [0.0, -0.2, 0.0]], "lowdin_charge": [-0.099, -0.217, -0.135, -0.245, -0.011, -0.083, -0.170, -0.104, -0.137, -0.154, 0.022, 0.006, 0.017, -0.248, 0.857, 0.163, -0.489, 0.050, -0.129, -0.122, -0.308, -0.022, -0.058, -0.053, -0.248, -0.022, 0.009, -0.108, -0.149, -0.165, -0.181, 0.810, -0.401, -0.370, -0.231, 0.073, 0.092, 0.089, 0.141, 0.142, 0.137, 0.148, 0.141, 0.104, 0.120, 0.158, 0.121, 0.127, 0.112, 0.097, 0.094, 0.068, 0.098, 0.118, 0.116, 0.134, 0.081, 0.114, 0.088, 0.166, 0.107, 0.116, 0.140, 0.114, 0.114, 0.128, 0.120, -0.171, -0.168, -0.195, -0.174, -0.210, 0.120, 0.118, 0.097, 0.121, 0.118, 0.119, 0.111, 0.110, -0.178, -0.180, -0.210, -0.159, -0.211, 0.120, 0.121, 0.117, 0.120, 0.120, 0.112, 0.112, 0.119, -0.181, -0.182, -0.212, -0.156, -0.200, 0.117, 0.119, 0.118, 0.116, 0.120, 0.112, 0.119, 0.120], "lumo_energy_ev": -5.2889, "total_charge": 1, "mol_weight_g_mol": 768.12, "gap_ev": 5.566}